C21H29N3O3ReS | ωB97M-V/def2-TZVPD

Atoms and positions in Å:
Re -0.44083 -0.50332 -0.15911
C -0.80624 -0.50092 2.73294
N -0.15821 -1.47740 1.78577
C 1.23478 -1.79261 2.17428
C -0.91705 -2.75366 1.83864
C -2.14306 -2.60001 0.88494
C -3.24991 -3.42935 1.08854
C -4.32721 -3.31648 0.19570
C -4.26740 -2.50434 -0.91776
C -3.13072 -1.69125 -1.11504
C -2.04790 -1.73738 -0.22732
H -0.80591 -0.84980 3.76022
H -1.82641 -0.43086 2.42838
H -0.38401 0.51351 2.70941
H 1.25121 -2.43974 3.06554
H 1.79808 -0.85811 2.40249
H 1.69376 -2.46534 1.44598
H -1.17315 -2.91874 2.86376
H -0.33778 -3.55361 1.44173
H -3.25327 -4.18964 1.86813
H -5.15182 -4.01363 0.37625
H -5.16058 -2.46255 -1.56049
H -3.13049 -1.00925 -1.93745
O -0.88347 4.01613 1.11377
C -1.54348 4.11152 -0.08931
C -1.90268 5.38872 -0.52911
C -2.47977 5.55595 -1.76600
C -2.67863 4.51378 -2.68766
C -2.23528 3.26978 -2.34902
C -1.68523 3.04266 -1.06771
C -1.35420 1.74176 -0.67170
O -1.09530 0.79961 -1.58040
O -1.22346 1.34007 0.54500
H -0.96041 3.10687 1.30341
H -1.79703 6.25145 0.12495
H -2.76544 6.55405 -2.12398
H -3.10092 4.68881 -3.66187
H -2.23815 2.45210 -3.06642
C 5.20653 -3.19052 -0.85851
C 3.90195 -2.69176 -0.28167
N 3.55177 -1.31873 -0.66340
C 2.32144 -0.90353 -0.99442
S 1.01428 -1.98539 -1.46635
N 1.98336 0.45379 -0.90490
C 2.83533 1.38010 -0.21170
C 2.11493 2.70023 -0.11611
H 5.39774 -4.24661 -0.63179
H 6.05626 -2.59371 -0.55062
H 5.11707 -3.07064 -1.91883
H 3.94417 -2.72268 0.78466
H 3.12234 -3.38009 -0.54645
H 4.26483 -0.60821 -0.49641
H 1.38551 0.82475 -1.60601
H 3.81220 1.48430 -0.75075
H 2.98541 1.06581 0.85263
H 1.73579 3.00277 -1.10328
H 2.72618 3.44851 0.34951
H 1.20047 2.50280 0.47492

The spin multiplicity is 4. As for the total energy: -45811.09160 eV. The charge is +2. As for the gap between HOMO and LUMO (spin up / spin down): 8.0587 / 6.8688 eV. The lowest unoccupied orbital energy (spin up / spin down) comes out at -0.2301 / -0.2757 Ha. The value obtained for the energy above the lowest of the compared OMol25 structures with the same formula, charge and spin is 44.0 kJ/mol.

---

C21H29N5O2 | ωB97M-V/def2-TZVPD

Atoms and positions in Å:
C -0.16352 1.04857 -3.38992
C -0.29792 2.42876 -2.74790
C -0.30221 3.49615 -3.84251
C 0.83473 2.72162 -1.75558
C 0.65975 2.11430 -0.36151
N 0.71979 0.67467 -0.34838
C -0.28229 -0.19769 -0.11072
C -1.69281 0.19738 0.15572
N -1.78949 1.10611 1.29032
C -3.13161 1.63284 1.42880
C -1.27534 0.52749 2.53283
C -2.06655 -0.64467 3.05848
C -1.80607 -1.93336 2.60487
C -2.56901 -2.99969 3.04849
C -3.59803 -2.79371 3.95139
C -3.85898 -1.51527 4.41390
C -3.09844 -0.44858 3.96866
N 0.11829 -1.45955 -0.14998
C 1.43684 -1.40157 -0.42890
C 1.85069 -0.08439 -0.56007
C 3.20880 0.26364 -0.84255
O 3.67207 1.38238 -0.96792
N 4.00434 -0.88055 -0.97225
C 5.41471 -0.68361 -1.26535
C 3.61788 -2.20797 -0.85042
O 4.41700 -3.10891 -0.98830
N 2.29048 -2.44958 -0.57017
C 1.81385 -3.80562 -0.41244
H -0.94137 0.90486 -4.13735
H 0.80211 0.95842 -3.88345
H -0.25198 0.24870 -2.66036
H -1.25466 2.48190 -2.21455
H 0.64952 3.49781 -4.36884
H -0.46229 4.48491 -3.41866
H -1.09261 3.30190 -4.56399
H 1.78761 2.38950 -2.16971
H 0.90277 3.80149 -1.61066
H 1.47411 2.48178 0.27003
H -0.29510 2.40503 0.08033
H -2.27820 -0.72486 0.29227
H -2.08861 0.72279 -0.72035
H -3.39230 2.17584 0.52008
H -3.15020 2.33077 2.26408
H -3.88844 0.85510 1.59999
H -0.24331 0.22097 2.34287
H -1.26374 1.33310 3.27252
H -1.00414 -2.10218 1.90060
H -2.35764 -3.99570 2.68765
H -4.19217 -3.62679 4.29728
H -4.65622 -1.34801 5.12363
H -3.30315 0.54648 4.33877
H 6.02162 -1.12229 -0.47389
H 5.58999 0.38764 -1.33022
H 5.66761 -1.16985 -2.20711
H 1.58898 -4.00468 0.63638
H 0.90688 -3.93629 -1.00051
H 2.59796 -4.47752 -0.75540

As for the total energy: -33795.29378 eV. As for the gap between HOMO and LUMO: 8.9846 eV. The SMILES is CC(C)CCn1c(CN(C)Cc2ccccc2)nc2c1c(=O)n(C)c(=O)n2C. The lowest unoccupied orbital energy comes out at 0.0241 Ha. The value obtained for the energy above the lowest of the compared OMol25 structures with the same formula, charge and spin is 24.7 kJ/mol.

---

C21H29N5O4PdS | ωB97M-V/def2-TZVPD

Atoms and positions in Å:
Pd -1.81033 -0.76117 -0.49743
O -1.56968 3.30736 2.06197
C -2.15917 2.27975 1.70037
C -2.32406 1.06949 2.62535
C -3.21406 0.13323 1.82406
C -3.30889 0.84243 0.46516
O -3.99289 0.40484 -0.47427
N -2.71967 2.07484 0.49219
H -2.74044 1.39471 3.58048
H -1.34332 0.63491 2.82831
H -4.22970 0.04016 2.21971
H -2.81617 -0.88384 1.73625
C 2.18653 3.47103 -0.49639
C 0.70436 3.49212 -0.14708
N -0.14639 3.31578 -1.31466
C -0.81091 4.51565 -1.80214
C -2.03706 4.94275 -0.99732
C -0.54306 2.05433 -1.67184
C -1.65485 1.92997 -2.68298
N -0.01305 0.96080 -1.23853
H 2.79708 3.58934 0.40190
H 2.43384 4.28133 -1.18765
H 2.46803 2.53167 -0.97461
H 0.43286 4.44026 0.31841
H 0.44901 2.74892 0.60899
H -1.06288 4.37807 -2.85446
H -0.05459 5.30969 -1.78960
H -2.57001 4.06565 -0.62506
H -2.70552 5.54832 -1.61723
H -1.75545 5.52934 -0.12159
H -1.25405 1.99133 -3.70119
H -2.41770 2.69472 -2.55614
H -2.12249 0.95794 -2.53528
H 0.69990 1.14195 -0.53753
C -2.22706 -2.52441 -4.75972
C -1.81957 -2.61440 -3.32494
N -2.52884 -3.13714 -2.37081
C -1.79764 -2.90941 -1.19348
C -0.59494 -2.26479 -1.49383
N -0.62012 -2.12327 -2.88836
H -3.30547 -2.39134 -4.82429
H -1.96335 -3.43089 -5.31166
H -1.74294 -1.67954 -5.25356
H -2.00688 -3.46879 -0.29535
H 0.33761 -2.24183 -0.95238
H -0.05876 -1.45546 -3.38543
O 6.82933 -4.15923 2.50288
C 5.93849 -4.19358 3.54597
O 6.36242 -4.52039 4.63131
C 4.55350 -3.82789 3.24364
C 4.07577 -3.51471 1.95783
C 2.76310 -3.17778 1.73760
C 1.80725 -3.12148 2.78831
S 0.18126 -2.70179 2.49612
C 2.31082 -3.43938 4.07770
C 3.62292 -3.77977 4.29446
H 6.36268 -3.84881 1.71898
H 4.71942 -3.53598 1.07983
H 2.42530 -2.94441 0.73596
H 1.61625 -3.40563 4.90823
H 3.96424 -4.01552 5.29480

As for the total energy: -52205.64165 eV. The charge is -2. As for the gap between HOMO and LUMO: 5.8073 eV. The lowest unoccupied orbital energy comes out at 0.1658 Ha. The value obtained for the energy above the lowest of the compared OMol25 structures with the same formula, charge and spin is 0.0 kJ/mol.

---

C21H29N7O3S | ωB97M-V/def2-TZVPD

Atoms and positions in Å:
C 2.04038 5.55316 -0.97351
C 3.27230 4.66079 -1.05201
C 2.97938 3.20146 -0.69725
C 2.60205 2.98860 0.78079
N 1.17600 2.77279 0.98877
C 0.57324 1.60363 0.57487
N 1.32774 0.65948 -0.00324
C -0.78435 1.42615 0.77228
N -1.43224 0.20198 0.43739
C -1.63860 -0.73429 1.53463
C -0.33603 -1.42600 1.93268
C -0.56422 -2.58793 2.90620
C 0.75566 -2.96848 3.57449
C -1.14373 -3.80009 2.18103
C -2.09146 -0.00898 -0.71666
O -2.77818 -0.99233 -0.92707
C -1.84718 1.01426 -1.81708
S -1.36022 0.12431 -3.34181
C -0.65253 -1.28568 -2.60087
N 0.26065 -1.29756 -1.65993
N 0.48203 -2.55332 -1.27456
C -0.29861 -3.33546 -1.99190
C -0.47503 -4.73104 -1.99549
C -1.39396 -5.26158 -2.84881
C -2.15397 -4.42988 -3.70955
C -1.97294 -3.08551 -3.70747
N -1.05106 -2.56087 -2.86623
C -1.59114 2.43070 1.39744
O -2.78980 2.38620 1.58848
N -0.85628 3.55055 1.80493
C 0.48059 3.76556 1.66665
O 1.02503 4.75980 2.09325
H 2.28485 6.55756 -1.30987
H 1.67198 5.62081 0.04568
H 1.24575 5.16529 -1.60857
H 4.04517 5.04638 -0.38442
H 3.67023 4.68835 -2.06935
H 2.16996 2.84801 -1.34007
H 3.86924 2.61009 -0.92560
H 2.85191 3.88034 1.35961
H 3.14924 2.14508 1.21275
H 2.29461 0.83107 -0.20326
H 0.88560 -0.12751 -0.49245
H -2.06495 -0.19198 2.38361
H -2.36873 -1.46331 1.18145
H 0.32769 -0.69163 2.39466
H 0.15537 -1.81272 1.03829
H -1.26928 -2.26639 3.68107
H 1.15773 -2.13184 4.14155
H 0.61242 -3.80439 4.25532
H 1.48572 -3.25809 2.82186
H -0.45813 -4.12847 1.40266
H -2.09775 -3.56455 1.71762
H -1.29884 -4.62153 2.87702
H -1.07671 1.73938 -1.56754
H -2.77969 1.52346 -2.05837
H 0.11495 -5.32813 -1.32129
H -1.56036 -6.32695 -2.87494
H -2.88630 -4.86917 -4.36618
H -2.51988 -2.38882 -4.32308
H -1.37529 4.27922 2.28143

As for the total energy: -49658.32178 eV. As for the gap between HOMO and LUMO: 8.6057 eV. The SMILES is CCCCn1c(N)c(N(CCC(C)C)C(=O)CSc2nnc3ccccn23)c(=O)[nH]c1=O. The lowest unoccupied orbital energy comes out at 0.0085 Ha. The value obtained for the energy above the lowest of the compared OMol25 structures with the same formula, charge and spin is 13.9 kJ/mol.